Model a:
The following is a quantum chemistry calculation of 2 unconnected molecules or ions with the total composition CH2F3N2, from the Open Molecules 2025 dataset.

XYZ file:
```
8
Properties=species:S:1:pos:R:3:mulliken_charge:R:1
C -0.227 0.496 0.208 0.53
N -1.377 0.053 -0.033 -0.28
N 1.635 -0.587 0.626 0.23
F 0.157 1.622 -0.266 -0.10
F 2.381 0.203 -0.018 0.01
F 1.389 -1.584 -0.249 -0.05
H -1.797 -0.893 0.233 0.31
H -2.161 0.691 -0.502 0.35
```

Output
* molecular weight: 99.035 g mol⁻¹
* charge: +1
* HOMO level (alpha / beta): -16.42 / -16.59 eV

Model b:
The following is a quantum chemistry calculation of 2 unconnected molecules or ions with the total composition CH2F3N2, from the Open Molecules 2025 dataset.

XYZ file:
```
8
Properties=species:S:1:pos:R:3:mulliken_charge:R:1
C 1.256 0.182 1.105 0.51
N 1.013 1.321 0.676 -0.10
N -1.493 -1.042 -0.775 0.16
F 0.870 -0.879 0.496 -0.02
F -2.221 -2.084 -0.626 -0.09
F -1.180 -1.004 -2.002 -0.06
H 1.519 2.056 1.082 0.29
H 0.236 1.451 0.045 0.30
```

Output
* molecular weight: 99.035 g mol⁻¹
* charge: +1
* HOMO level (alpha / beta): -16.93 / -14.12 eV

The energetic minimum among the shown structures is model a; the next structure lies 0.835 eV above.